[1]
Density functional theory data (ωB97M-V/def2-TZVPD) for 2 unconnected molecules or ions with the total composition C5H10Cl2Si in a non-equilibrium geometry.

The geometry in ORCA input format:
```
! RIJCOSX wB97M-V def2-TZVPD def2/J DEFGRID3
* xyz 0 1
C 1.1083 -1.0771 1.2448
C 1.3312 0.1607 0.8393
C 2.6295 0.7714 1.1015
C -1.4567 -0.8263 -1.8293
C -1.5761 0.2526 -0.7005
Si -0.0209 1.1177 -0.1266
Cl 0.1472 3.1760 -0.1723
Cl -4.5524 -0.4612 0.5968
H 0.1428 -1.5286 1.3523
H 1.9202 -1.7372 1.8237
H 2.4228 1.8598 0.9006
H 3.3242 0.2847 0.2902
H 3.0511 0.5849 2.1408
H -1.8089 -0.3307 -2.6545
H -0.3502 -1.1027 -2.1328
H -1.9318 -1.7897 -1.5620
H -2.1928 -0.2861 0.0639
H -2.1874 0.9318 -1.1759
*
```

Frontier orbital gap ... 4.3815 eV
HOMO ... -7.3 eV
LUMO ... -0.1057 Ha
Energy above the lowest of the compared OMol25 structures with the same formula, charge and spin ... 6.644 eV
M ... 169.13 g mol⁻¹

[2]
Density functional theory data (ωB97M-V/def2-TZVPD) for C4H5N3O in the gas phase in a non-equilibrium geometry.

The geometry in ORCA input format:
```
! RIJCOSX wB97M-V def2-TZVPD def2/J DEFGRID3
* xyz 0 1
O 2.2881 -0.7699 -0.1405
N 1.8635 0.5951 0.1116
C 0.5866 0.5401 0.2248
C -0.4921 1.5746 0.3324
N -1.5245 1.0496 -0.3599
N -1.4910 -0.3262 -0.6111
C -1.5914 -1.3727 0.4909
C -0.1473 -0.8044 -0.1095
H 3.1883 -0.6584 -0.0140
H -0.3702 2.7355 0.4612
H -1.7674 -1.0760 1.5201
H -1.9575 -2.5042 0.4720
H 0.5317 -1.1931 -0.9312
*
```

SMILES ... O/N=C1/C=NN2C[C@H]12
Frontier orbital gap ... 9.0350 eV
HOMO ... -9.1 eV
LUMO ... -0.0036 Ha
Energy above the lowest of the compared OMol25 structures with the same formula, charge and spin ... 7.490 eV
M ... 111.10 g mol⁻¹

[3]
Density functional theory data (ωB97M-V/def2-TZVPD) for a molecular structure, C3H2GaLi2O3 in a non-equilibrium geometry.

The geometry in ORCA input format:
```
! RIJCOSX wB97M-V def2-TZVPD def2/J DEFGRID3
* xyz 2 2
C -1.4119 0.3566 0.4504
C -0.1175 0.3162 -0.2670
O -2.4350 0.3185 -0.3020
H -0.1684 0.9693 -1.1560
H 0.0653 -0.7092 -0.6394
Ga -2.8886 -0.4320 -1.9340
Li -2.9295 0.0385 1.3688
O 1.0456 0.6714 0.5807
C 2.0302 -0.2437 0.6245
O 3.1517 0.2149 0.9246
Li 3.6581 -1.5004 0.3494
*
```

Frontier orbital gap (alpha / beta) ... 8.8134 / 6.1759 eV
HOMO (alpha / beta) ... -16.7 / -16.7 eV
LUMO (alpha / beta) ... -0.2914 / -0.3883 Ha
Energy above the lowest of the compared OMol25 structures with the same formula, charge and spin ... 0.000 eV
M ... 169.65 g mol⁻¹
⟨S²⟩ ... 0.75

[4]
Density functional theory data (ωB97M-V/def2-TZVPD) for C8H10 in the gas phase in a non-equilibrium geometry.

The geometry in ORCA input format:
```
! RIJCOSX wB97M-V def2-TZVPD def2/J DEFGRID3
* xyz 0 1
C 0.2936 -1.2862 -0.6743
C -1.0802 -0.8474 -0.1520
C 0.7245 -2.3001 -1.3793
C 0.0645 0.8531 0.6852
C 0.8684 -0.1118 -0.1901
C -1.3121 0.1619 0.7373
C 1.9328 0.5715 -0.9714
C -2.3665 0.7932 1.4758
H 0.1273 -3.0235 -1.8953
H 1.7299 -2.7096 -1.3420
H 0.6392 0.9350 1.6731
H -0.0873 1.7422 0.1717
H 2.4297 -0.1848 -1.4937
H 2.5148 1.1151 -0.1896
H 1.4847 1.4221 -1.6228
H -2.4237 1.9566 1.4605
H -2.2677 0.6190 2.5693
H -3.2718 0.2938 1.1376
*
```

Frontier orbital gap (alpha / beta) ... 7.4411 / 7.7804 eV
HOMO (alpha / beta) ... -7.3 / -7.9 eV
LUMO (alpha / beta) ... 0.0049 / -0.0055 Ha
Energy above the lowest of the compared OMol25 structures with the same formula, charge and spin ... 6.285 eV
M ... 106.17 g mol⁻¹

[5]
Density functional theory data (ωB97M-V/def2-TZVPD) for a molecular structure, C28H34CdN7O5PTe.

The geometry in ORCA input format:
```
! RIJCOSX wB97M-V def2-TZVPD def2/J DEFGRID3
* xyz 0 1
Cd 0.2647 -0.3291 0.7889
N -2.2096 0.3356 4.6396
C -0.9812 0.5400 5.2331
C -0.0591 0.2634 4.2734
N -0.6883 -0.1105 3.1152
C -1.9751 -0.0487 3.3607
C -2.9644 -0.3546 2.3397
N -2.6163 -0.5903 1.1012
C -3.7841 -0.8611 0.4346
C -4.8448 -0.7731 1.2827
N -4.3087 -0.4436 2.5071
H -3.1007 0.5080 5.0685
H -0.8883 0.8617 6.2545
H 1.0134 0.3294 4.3310
H -3.7945 -1.1251 -0.6093
H -5.9005 -0.9198 1.1421
H -4.8221 -0.3589 3.3656
C 5.1213 -0.1120 1.3638
C 3.6357 -0.1551 1.5460
N 2.9005 -1.1428 1.2162
O 3.5859 -2.1870 0.6009
C 2.9470 1.0162 2.1286
C 3.6949 2.0197 2.9495
N 1.6841 1.1687 1.8756
O 1.0630 2.2040 2.3438
H 5.4464 -0.8642 0.6516
H 5.6270 -0.2987 2.3135
H 5.4311 0.8760 1.0222
H 2.8710 -2.8069 0.4049
H 4.5738 1.5802 3.4196
H 3.0280 2.4229 3.7108
H 4.0264 2.8711 2.3462
N -0.0892 -7.9079 0.2787
C -0.0449 -6.7599 0.3282
C 0.0111 -5.3261 0.3888
C -0.5347 -4.6460 1.4759
C -0.4774 -3.2628 1.5189
C 0.1135 -2.4992 0.5044
C 0.6501 -3.2198 -0.5692
C 0.6104 -4.6071 -0.6409
H -0.9982 -5.2068 2.2780
H -0.9098 -2.7617 2.3790
H 1.1329 -2.7034 -1.3941
H 1.0374 -5.1335 -1.4853
C 1.3264 3.7254 -0.3124
O -0.0012 3.7154 0.2112
P -0.7762 2.3089 0.2927
O -1.5158 2.4297 -1.1626
C -2.2248 1.3044 -1.6579
O -2.0163 2.7252 1.2378
C -1.7947 3.2467 2.5559
H 1.8252 4.6008 0.0970
H 1.2968 3.8030 -1.4009
H 1.8780 2.8343 -0.0104
H -2.1919 1.3375 -2.7478
H -3.2627 1.3373 -1.3234
H -1.7700 0.3706 -1.3118
H -2.7345 3.1334 3.0970
H -1.5399 4.3039 2.4924
H -0.9923 2.7077 3.0574
C 0.9166 1.6233 -3.4564
Te 1.5334 -0.0459 -2.2741
C 0.1327 -1.1410 -3.4591
C -0.0882 -0.3090 -4.6966
C -0.6719 -0.8558 -5.8353
C -0.8762 -0.0799 -6.9647
C -0.4962 1.2551 -6.9630
C 0.0865 1.8053 -5.8329
C 0.2954 1.0313 -4.6957
H 1.7784 2.2463 -3.6874
H 0.1968 2.2122 -2.8906
H -0.7896 -1.2738 -2.8941
H 0.5371 -2.1242 -3.6885
H -0.9590 -1.9007 -5.8359
H -1.3231 -0.5183 -7.8473
H -0.6459 1.8642 -7.8449
H 0.3889 2.8457 -5.8319
*
```

Frontier orbital gap ... 7.3491 eV
HOMO ... -7.4 eV
LUMO ... -0.0009 Ha
Energy above the lowest of the compared OMol25 structures with the same formula, charge and spin ... 0.063 eV
M ... 819.61 g mol⁻¹

[6]
Density functional theory data (ωB97M-V/def2-TZVPD) for 3 unconnected molecules or ions with the total composition C29H47BBrN3O11P2 in a non-equilibrium geometry.

The geometry in ORCA input format:
```
! RIJCOSX wB97M-V def2-TZVPD def2/J DEFGRID3
* xyz 0 1
C -0.4104 -2.0273 1.3231
B 0.1990 -1.4314 -0.0055
O 1.4357 -1.9786 -0.4537
C -0.3960 -0.2470 -0.8876
C 0.5785 0.5100 -1.6901
C 0.1625 1.5312 -2.5178
C -1.2280 1.9248 -2.6397
N -1.5163 2.9419 -3.5090
C -2.8180 3.1759 -3.5277
C -3.3044 4.2601 -4.4840
C -2.7399 5.5503 -4.3594
C -3.2312 6.4802 -5.3290
C -4.1842 5.9993 -6.2486
N -4.7343 4.7890 -6.3315
C -4.2868 3.9059 -5.4342
C -3.8123 2.4927 -2.7145
O -5.1133 2.8701 -2.8038
C -5.9799 1.8163 -3.2017
C -7.3707 2.0496 -2.4809
C -8.3305 2.9013 -3.3373
O -7.0897 2.8332 -1.3047
N -3.5045 1.5223 -1.8836
C -2.1754 1.2133 -1.8596
C -1.7358 0.1213 -1.0035
Br -3.1155 -0.8141 -0.0367
H -1.0570 -2.8798 1.0158
H -1.0672 -1.3435 1.8788
H 0.3665 -2.4800 1.9645
H 2.0985 -1.3529 -0.1252
H 1.6333 0.2263 -1.6203
H 0.9042 2.0761 -3.1106
H -1.9826 5.8058 -3.6198
H -2.8622 7.5085 -5.3590
H -4.5222 6.7237 -7.0037
H -4.6676 2.8830 -5.4456
H -6.1995 1.8384 -4.2859
H -5.6296 0.8154 -2.9144
H -7.7978 1.0975 -2.1313
H -9.2526 3.0912 -2.7656
H -7.8690 3.8769 -3.5528
H -8.5671 2.3304 -4.2498
H -7.3768 2.3610 -0.5191
C 5.3390 -0.4122 -3.0259
C 4.7346 0.1350 -1.7449
O 5.6292 1.0301 -1.0883
P 5.7333 2.5739 -1.6268
O 4.4233 3.1631 -1.1890
O 6.7117 3.2092 -0.4596
C 6.3745 4.4368 0.1886
C 5.7775 4.1701 1.5546
O 7.0798 2.2267 -2.5376
C 7.6705 3.2955 -3.3148
C 8.8115 3.9549 -2.5611
H 5.4623 0.3799 -3.7677
H 4.6999 -1.1861 -3.4543
H 6.3268 -0.8314 -2.8348
H 3.7825 0.6357 -1.9485
H 4.5380 -0.6860 -1.0535
H 5.7041 5.0363 -0.4280
H 7.2998 5.0080 0.3035
H 4.9122 3.5103 1.4892
H 5.4708 5.1023 2.0325
H 6.5076 3.6730 2.1956
H 6.9127 4.0277 -3.6028
H 8.0554 2.8396 -4.2277
H 8.4350 4.6656 -1.8266
H 9.4560 4.5066 -3.2472
H 9.4049 3.2150 -2.0247
C -1.1273 -2.7539 7.3275
C -0.2531 -3.0545 6.1223
O -0.0313 -4.4568 5.9716
P -1.1978 -5.3701 5.2733
O -1.1231 -4.9546 3.8328
O -0.3735 -6.7977 5.1791
C -0.3395 -7.5423 3.9607
C 0.9751 -7.3244 3.2412
O -1.8023 -5.8372 6.7508
C -2.9423 -6.7281 6.7684
C -2.5043 -8.1749 6.9098
H -2.1412 -3.1320 7.1782
H -1.1857 -1.6784 7.5029
H -0.7307 -3.2389 8.2197
H -0.6952 -2.6430 5.2092
H 0.7256 -2.5925 6.2536
H -1.1878 -7.2925 3.3228
H -0.4374 -8.5995 4.2234
H 1.1590 -6.2654 3.0591
H 0.9857 -7.8503 2.2847
H 1.8041 -7.6901 3.8497
H -3.5563 -6.5874 5.8758
H -3.5441 -6.4459 7.6331
H -2.1743 -8.5781 5.9533
H -3.3334 -8.7945 7.2554
H -1.6715 -8.2649 7.6066
*
```

SMILES ... CB(O)c1ccc2nc(-c3cccnc3)c(OC[C@H](C)O)nc2c1Br.CCOP(=O)(OCC)OCC.CCOP(=O)(OCC)OCC
Frontier orbital gap ... 8.2444 eV
HOMO ... -8.8 eV
LUMO ... -0.0194 Ha
M ... 766.37 g mol⁻¹